No. 1
{"formula": "C28H29F6N2O9S3", "method": "ωB97M-V/def2-TZVPD", "species": ["C", "C", "O", "O", "C", "C", "C", "C", "C", "C", "C", "C", "C", "O", "C", "C", "C", "C", "C", "C", "C", "C", "C", "C", "C", "S", "C", "C", "C", "O", "N", "C", "O", "H", "H", "H", "H", "H", "H", "H", "H", "H", "H", "H", "H", "H", "H", "H", "H", "H", "H", "H", "H", "H", "H", "H", "H", "H", "H", "H", "H", "H", "C", "F", "F", "F", "S", "O", "O", "N", "S", "O", "O", "C", "F", "F", "F"], "coordinates": [[5.855, 0.145, 3.430], [6.459, 0.334, 2.069], [7.275, 1.166, 1.837], [6.066, -0.541, 1.105], [4.631, -0.420, 0.820], [4.422, -0.771, -0.629], [2.943, -0.808, -1.007], [2.150, 0.401, -0.508], [0.757, 0.441, -1.163], [-0.434, 0.698, -0.259], [-1.379, 1.671, -0.632], [-1.239, 2.462, -1.909], [-0.141, 3.517, -1.869], [0.481, 3.795, -2.860], [0.192, 4.189, -0.579], [1.539, 4.309, -0.238], [1.921, 4.931, 0.946], [0.936, 5.450, 1.788], [-0.407, 5.342, 1.446], [-0.786, 4.698, 0.272], [-2.492, 1.909, 0.166], [-2.745, 1.211, 1.335], [-4.014, 1.445, 2.105], [-5.146, 0.546, 1.522], [-5.010, -0.932, 1.826], [-6.472, -1.882, 1.291], [-1.800, 0.270, 1.725], [-0.681, 0.014, 0.935], [0.063, -1.101, 1.602], [1.054, -1.688, 1.302], [-0.670, -1.454, 2.773], [-1.758, -0.582, 2.934], [-2.471, -0.579, 3.895], [4.945, -0.442, 3.411], [5.634, 1.124, 3.838], [6.580, -0.378, 4.046], [4.111, -1.152, 1.436], [4.323, 0.599, 1.036], [5.009, -0.129, -1.279], [4.823, -1.775, -0.763], [2.889, -0.763, -2.095], [2.472, -1.741, -0.729], [2.737, 1.274, -0.796], [2.080, 0.416, 0.574], [0.791, 1.270, -1.860], [0.600, -0.440, -1.780], [-2.185, 2.932, -2.169], [-0.992, 1.791, -2.724], [2.289, 3.922, -0.911], [2.958, 5.029, 1.222], [1.241, 5.949, 2.695], [-1.153, 5.759, 2.106], [-1.829, 4.604, 0.021], [-3.225, 2.644, -0.136], [-4.355, 2.465, 1.953], [-3.880, 1.207, 3.153], [-5.082, 0.653, 0.437], [-6.124, 0.927, 1.799], [-4.159, -1.369, 1.317], [-4.946, -1.108, 2.891], [-6.133, -2.168, 0.028], [-0.086, -1.447, 3.604], [-1.096, -6.766, -4.283], [-0.530, -7.489, -5.253], [-2.415, -6.733, -4.506], [-0.890, -7.398, -3.121], [-0.371, -5.075, -4.269], [-0.704, -4.523, -5.551], [1.022, -5.275, -3.990], [-1.233, -4.529, -3.053], [-1.010, -3.042, -2.577], [-1.482, -2.019, -3.469], [0.237, -2.779, -1.911], [-2.249, -3.065, -1.221], [-1.967, -3.979, -0.288], [-3.486, -3.307, -1.673], [-2.258, -1.860, -0.633]], "mulliken_charge": [-0.805, 0.681, -0.551, -0.375, -0.380, -1.151, -0.567, -0.886, -0.802, 0.603, -0.099, -2.011, 0.193, -0.589, 0.834, -0.346, -0.792, -0.358, -0.895, 0.128, -0.582, 0.591, -1.390, -0.481, -0.217, -0.232, -0.146, 1.369, -0.034, -0.448, -0.197, -0.016, -0.609, 0.259, 0.300, 0.296, 0.266, 0.519, 0.319, 0.312, 0.462, 0.330, 0.500, 0.269, 0.404, 0.215, 0.575, 0.482, 0.444, 0.443, 0.406, 0.402, 0.390, 0.689, 0.439, 0.492, 0.279, 0.503, -0.127, 0.252, 0.125, 0.337, 0.644, -0.220, -0.238, -0.237, 1.030, -0.650, -0.651, -0.315, 0.937, -0.690, -0.572, 0.607, -0.262, -0.263, -0.141], "e_tot_ev": -99728.05132, "gap_ev": 8.18, "e_homo_ev": -6.81, "e_above_lowest_kcal_mol": 0.0, "multiplicity": 1, "charge": -1}

No. 2
{"formula": "C28H29MoNO5PS", "method": "ωB97M-V/def2-TZVPD", "species": ["Mo", "O", "C", "O", "C", "C", "C", "C", "C", "O", "C", "C", "O", "O", "H", "H", "H", "H", "H", "H", "H", "H", "C", "S", "C", "H", "H", "H", "H", "H", "H", "N", "P", "C", "C", "C", "C", "C", "C", "C", "C", "C", "C", "C", "C", "C", "C", "C", "C", "C", "C", "H", "H", "H", "H", "H", "H", "H", "H", "H", "H", "H", "H", "H", "H", "H"], "coordinates": [[-0.659, -0.855, -0.611], [-4.345, -1.450, -0.126], [-3.538, -1.485, -0.947], [-2.397, -0.387, -0.793], [-3.281, -2.295, -2.172], [-2.729, -1.376, -3.280], [-2.936, -2.001, -4.647], [-1.949, -3.184, -4.591], [-1.261, -2.980, -3.248], [-1.298, -1.511, -3.038], [-2.122, -3.379, -2.036], [-1.243, -3.081, -0.814], [-1.674, -2.597, 0.275], [-0.005, -2.795, -1.029], [-4.224, -2.777, -2.431], [-3.018, -0.332, -3.193], [-2.679, -1.293, -5.431], [-3.973, -2.299, -4.794], [-1.218, -3.138, -5.395], [-2.428, -4.161, -4.643], [-0.242, -3.342, -3.197], [-2.519, -4.394, -2.027], [2.639, -1.678, -1.319], [1.544, -0.337, -1.851], [1.463, -0.639, -3.627], [3.632, -1.392, -1.665], [2.331, -2.626, -1.748], [2.641, -1.720, -0.231], [1.180, -1.664, -3.842], [2.465, -0.436, -4.004], [0.759, 0.065, -4.061], [-0.134, 0.331, 0.433], [0.575, 1.338, 1.694], [1.095, 0.137, 2.898], [1.106, -1.243, 2.707], [1.534, -2.078, 3.724], [1.953, -1.534, 4.934], [1.937, -0.160, 5.132], [1.502, 0.681, 4.122], [-0.751, 2.376, 2.215], [-2.018, 1.826, 2.439], [-3.017, 2.628, 2.953], [-2.748, 3.961, 3.259], [-1.486, 4.501, 3.051], [-0.477, 3.713, 2.521], [1.906, 2.200, 0.921], [3.226, 1.885, 1.261], [4.261, 2.569, 0.645], [3.980, 3.541, -0.308], [2.665, 3.844, -0.654], [1.621, 3.180, -0.040], [0.774, -1.701, 1.779], [1.532, -3.149, 3.582], [2.283, -2.188, 5.730], [2.254, 0.259, 6.077], [1.474, 1.752, 4.292], [-2.224, 0.783, 2.221], [-4.002, 2.220, 3.127], [-3.534, 4.583, 3.667], [-1.286, 5.534, 3.299], [0.506, 4.134, 2.354], [3.441, 1.135, 2.012], [5.286, 2.355, 0.918], [4.793, 4.077, -0.780], [2.461, 4.612, -1.387], [0.595, 3.436, -0.282]], "mulliken_charge": [0.966, -0.316, -0.012, -0.620, 0.058, -0.278, -0.913, -0.958, -0.549, -0.241, -0.014, 0.824, -0.436, -0.463, 0.872, 0.647, 0.412, 0.381, 0.342, 0.383, 0.966, 0.534, -0.857, 0.420, -0.979, 0.493, 0.375, 0.224, 0.231, 0.526, 0.380, -0.445, 1.749, 0.501, -0.273, -1.001, -0.564, -0.823, -0.487, 0.609, -0.649, -0.836, -0.496, -0.790, -0.254, 0.420, -0.324, -0.842, -0.525, -0.923, -0.396, 0.449, 0.467, 0.446, 0.448, 0.501, 0.387, 0.455, 0.439, 0.456, 0.461, 0.424, 0.500, 0.471, 0.489, 0.555], "e_tot_ev": -63186.66023, "gap_ev": 5.49, "e_homo_ev": -17.37, "e_above_lowest_kcal_mol": 0.0, "multiplicity": 1, "charge": 3}

No. 3
{"formula": "C28H29N2O2", "method": "ωB97M-V/def2-TZVPD", "species": ["C", "C", "C", "C", "O", "C", "C", "C", "C", "C", "C", "C", "C", "O", "C", "C", "C", "C", "C", "H", "H", "H", "H", "H", "H", "H", "H", "H", "H", "H", "H", "H", "H", "H", "C", "C", "C", "C", "N", "C", "C", "C", "C", "C", "C", "N", "C", "H", "H", "H", "H", "H", "H", "H", "H", "H", "H", "H", "H", "H", "H"], "coordinates": [[-5.459, 1.154, 2.898], [-4.640, -0.058, 2.471], [-3.250, 0.466, 2.478], [-3.281, 1.796, 3.001], [-4.532, 2.234, 3.278], [-2.106, 2.555, 3.190], [-0.916, 1.960, 2.805], [-0.879, 0.693, 2.138], [0.346, 0.060, 1.740], [1.594, 0.770, 1.780], [2.676, -0.039, 2.200], [3.834, 0.570, 2.636], [3.998, 1.961, 2.465], [5.276, 2.364, 2.662], [6.061, 1.174, 3.041], [5.128, -0.024, 3.059], [2.949, 2.796, 2.003], [1.775, 2.171, 1.595], [-2.071, -0.072, 2.005], [-6.071, 1.506, 2.068], [-6.076, 0.945, 3.768], [-4.773, -0.894, 3.181], [-4.901, -0.441, 1.476], [-2.159, 3.546, 3.637], [0.028, 2.507, 2.952], [0.413, -1.025, 1.957], [2.585, -1.135, 2.112], [6.859, 1.035, 2.312], [6.476, 1.380, 4.029], [5.087, -0.481, 4.061], [5.420, -0.816, 2.358], [3.096, 3.855, 1.978], [0.992, 2.761, 1.076], [-2.053, -1.021, 1.418], [-1.429, 0.779, -4.541], [-1.613, 1.022, -3.033], [-0.927, -0.015, -2.194], [-0.498, -1.253, -2.751], [-0.680, -1.530, -4.057], [-1.490, -0.678, -4.934], [-0.322, -2.818, -4.654], [0.875, -3.448, -3.989], [0.823, -3.417, -2.442], [0.236, -2.146, -1.906], [0.508, -1.739, -0.605], [0.104, -0.555, -0.092], [-0.591, 0.281, -0.878], [-2.191, 1.347, -5.084], [-0.460, 1.190, -4.825], [-1.186, 2.002, -2.768], [-2.693, 1.085, -2.778], [-2.544, -1.014, -4.926], [-1.124, -0.804, -5.948], [-1.180, -3.516, -4.604], [-0.114, -2.652, -5.703], [0.980, -4.493, -4.310], [1.782, -2.925, -4.296], [0.268, -4.305, -2.065], [1.850, -3.511, -2.046], [1.094, -2.398, 0.057], [-0.902, 1.256, -0.454]], "mulliken_charge": [-0.363, -0.716, 0.773, 0.192, -0.505, -1.444, -0.326, -0.224, 0.477, 0.905, -0.606, 0.564, 0.248, -0.493, -0.352, -0.689, -1.579, -0.184, -0.604, 0.277, 0.305, 0.251, 0.301, 0.445, 0.633, 0.489, 0.328, 0.295, 0.281, 0.252, 0.286, 0.445, 0.607, 0.341, -0.951, -0.665, 0.371, 0.982, -0.075, -0.555, -0.547, -0.909, -0.619, 0.446, -1.158, -0.107, -0.912, 0.372, 0.337, 0.387, 0.321, 0.265, 0.411, 0.276, 0.400, 0.362, 0.334, 0.312, 0.406, 0.439, 0.468], "e_tot_ev": -36575.59687, "gap_ev": 7.82, "e_homo_ev": -10.65, "e_above_lowest_kcal_mol": 14.5, "multiplicity": 1, "charge": 1}